No. 1
# C20H26BiN2O2Si

A structure of composition C20H26BiN2O2Si at a distorted geometry (ωB97M-V/def2-TZVPD, the OMol25 dataset).

Properties
- E_LUMO (eV) = -4.139
- highest occupied orbital energy (eV) = -10.94
- DFT total energy (eV) = -41943.6518
- gap between HOMO and LUMO (eV) = 6.8
- molecular weight (g/mol) = 563.5
- F_max (eV/Å) = 3.05

```
! RIJCOSX wB97M-V def2-TZVPD def2/J DEFGRID3
* xyz 1 1
C 0.045 1.329 1.719
C -0.970 1.811 0.857
C -2.215 1.819 1.548
H -0.802 2.216 -0.144
C -1.987 1.403 2.899
C -0.583 1.020 2.986
H -0.052 0.781 3.894
H 1.117 1.283 1.500
H -3.169 2.147 1.126
H -2.713 1.385 3.717
Bi -1.672 -0.919 1.877
C -0.366 -2.157 0.740
H 0.638 -1.738 0.587
H -0.386 -3.209 1.053
H -0.817 -2.115 -0.264
Si 0.300 -0.314 -2.702
C 2.161 -0.282 -3.132
C 3.176 0.685 -3.232
H 2.947 1.722 -3.031
C 4.483 0.344 -3.636
H 5.258 1.112 -3.711
C 4.800 -0.978 -3.947
H 5.818 -1.254 -4.223
C 3.796 -1.950 -3.900
H 4.016 -2.975 -4.197
C 2.508 -1.604 -3.496
H 1.737 -2.378 -3.543
C -0.732 1.172 -3.064
C -0.455 2.019 -4.148
H 0.540 1.993 -4.608
C -1.475 2.852 -4.628
H -1.279 3.497 -5.481
C -2.748 2.828 -4.040
H -3.530 3.489 -4.424
C -3.022 1.952 -2.986
H -4.029 1.906 -2.568
C -2.023 1.107 -2.493
H -2.251 0.406 -1.682
H 0.434 -0.627 -1.222
H -0.135 -0.761 -4.055
C -1.886 -1.435 7.165
O -0.585 -1.457 6.466
C -0.631 -1.535 5.144
O -1.662 -1.735 4.475
N 0.619 -1.315 4.575
N 0.635 -1.703 3.193
H -1.569 -1.381 8.212
H -2.467 -2.348 6.946
H -2.451 -0.541 6.846
H 1.412 -1.591 5.168
H 1.422 -1.264 2.706
H 0.803 -2.711 3.157
*
```

No. 2
# C20H13BiCl2N4O4Se4

A structure of composition C20H13BiCl2N4O4Se4 at a distorted geometry (ωB97M-V/def2-TZVPD, the OMol25 dataset).

Properties
- E_LUMO (eV) = 4.218
- highest occupied orbital energy (eV) = -1.41
- DFT total energy (eV) = -327377.9078
- gap between HOMO and LUMO (eV) = 5.6
- molecular weight (g/mol) = 969.1
- F_max (eV/Å) = 1.71

```
! RIJCOSX wB97M-V def2-TZVPD def2/J DEFGRID3
* xyz -2 1
Bi 0.144 -0.452 0.100
Cl -3.253 4.729 3.616
C -1.990 3.772 2.902
C -2.313 2.563 2.311
C -1.337 1.763 1.714
N -1.610 0.537 1.111
C -2.854 0.055 0.884
O -3.926 0.556 1.228
C -2.902 -1.246 0.116
C -4.054 -1.560 -0.594
C -4.077 -2.725 -1.338
C -2.967 -3.560 -1.325
C -1.870 -3.184 -0.570
N -1.843 -2.051 0.127
C 0.019 2.205 1.727
C 0.313 3.428 2.333
C -0.675 4.200 2.919
Cl -0.229 5.700 3.678
N 0.981 1.378 1.144
C 2.294 1.681 1.071
O 2.857 2.694 1.494
C 3.162 0.645 0.390
C 4.476 0.980 0.083
C 5.276 0.036 -0.538
C 4.738 -1.203 -0.853
C 3.416 -1.454 -0.522
N 2.666 -0.555 0.105
H -3.334 2.222 2.300
H -4.887 -0.873 -0.558
H -4.950 -2.968 -1.933
H -2.939 -4.481 -1.891
H -0.979 -3.805 -0.525
H 1.333 3.769 2.342
H 4.824 1.971 0.333
H 6.306 0.271 -0.780
H 5.318 -1.972 -1.344
H 2.953 -2.410 -0.754
Se 0.468 -1.556 2.453
Se 2.025 -3.276 2.199
Se 1.130 -5.028 0.999
Se 1.428 -4.846 -1.275
C -0.512 0.628 -4.216
C -0.375 0.543 -2.693
O -1.373 0.137 -2.042
O 0.736 0.847 -2.189
H -1.552 0.796 -4.493
H -0.187 -0.324 -4.640
H 0.125 1.420 -4.607
*
```

No. 3
# C5H6N2O

An isolated molecule of C5H6N2O at a distorted geometry (ωB97M-V/def2-TZVPD, the OMol25 dataset).

Properties
- E_LUMO (eV) = 0.426
- highest occupied orbital energy (eV) = -8.88
- DFT total energy (eV) = -10305.9067
- gap between HOMO and LUMO (eV) = 9.3
- molecular weight (g/mol) = 110.1
- F_max (eV/Å) = 4.05
- SMILES = C#CC(=O)N(N)C=C

```
! RIJCOSX wB97M-V def2-TZVPD def2/J DEFGRID3
* xyz 0 1
C -0.636 -0.585 -0.131
C -1.934 -0.912 -0.146
C 1.300 0.913 -0.198
C 2.081 -0.259 -0.176
C 2.767 -1.175 0.196
H -0.945 1.954 1.140
H -1.903 1.253 -0.079
H 0.088 -1.431 -0.314
H -2.295 -1.847 -0.464
H -2.739 -0.215 -0.017
H 3.472 -2.011 0.339
N -0.986 1.678 0.117
N -0.024 0.613 -0.007
O 1.754 2.025 -0.261
*
```

No. 4
# C5H6N

A cluster of 2 separate species, C5H6N in total at a distorted geometry (ωB97M-V/def2-TZVPD, the OMol25 dataset).

Properties
- E_LUMO (spin up / spin down) (eV) = -5.992 / -5.992
- highest occupied orbital energy (spin up / spin down) (eV) = -14.14 / -14.14
- DFT total energy (eV) = -6755.3805
- gap between HOMO and LUMO (spin up / spin down) (eV) = 8.1 / 8.1
- molecular weight (g/mol) = 80.1
- F_max (eV/Å) = 5.05

```
! RIJCOSX wB97M-V def2-TZVPD def2/J DEFGRID3
* xyz 1 1
C -2.247 0.044 0.067
C -0.949 0.104 0.167
C -3.632 -0.175 -0.090
C 2.098 0.136 -0.703
C 1.348 -0.780 0.156
N 2.339 0.093 0.728
H -4.086 -0.229 -1.086
H -4.145 -0.359 0.803
H 2.651 -0.310 -1.515
H 1.429 0.994 -1.029
H 3.045 -0.506 1.231
H 2.150 0.989 1.270
*
```

No. 5
# C47H59N5O3S2Sr

A structure of composition C47H59N5O3S2Sr at a distorted geometry (ωB97M-V/def2-TZVPD, the OMol25 dataset).

Properties
- E_LUMO (spin up / spin down) (eV) = 0.142 / 0.134
- highest occupied orbital energy (spin up / spin down) (eV) = -6.22 / -6.22
- DFT total energy (eV) = -85796.1508
- gap between HOMO and LUMO (spin up / spin down) (eV) = 6.4 / 6.4
- molecular weight (g/mol) = 893.8
- F_max (eV/Å) = 1.31

```
! RIJCOSX wB97M-V def2-TZVPD def2/J DEFGRID3
* xyz 0 1
Sr 0.523 0.367 0.552
C 2.699 2.997 0.460
C 3.559 2.515 -0.521
C 4.056 1.255 -0.052
C 3.433 0.984 1.164
C 2.573 2.075 1.525
C 2.389 2.545 2.954
C 3.738 3.161 3.374
C 1.293 3.609 3.068
C 2.057 1.407 3.920
C 5.057 0.274 -0.639
C 5.433 -0.841 0.354
C 6.389 0.958 -0.978
C 4.437 -0.430 -1.855
C 3.828 3.420 -1.723
C 4.217 2.751 -3.048
C 2.546 4.222 -2.030
C 4.922 4.436 -1.345
H 2.232 3.967 0.465
H 3.718 0.204 1.853
H 4.045 3.901 2.640
H 4.499 2.383 3.406
H 3.675 3.635 4.353
H 1.537 4.483 2.472
H 1.189 3.925 4.105
H 0.332 3.219 2.721
H 2.749 0.577 3.799
H 1.040 1.060 3.733
H 2.125 1.758 4.950
H 5.860 -0.425 1.265
H 6.189 -1.478 -0.108
H 4.577 -1.465 0.611
H 6.887 1.253 -0.055
H 6.259 1.849 -1.576
H 7.040 0.268 -1.514
H 3.519 -0.925 -1.530
H 5.120 -1.178 -2.260
H 4.191 0.272 -2.641
H 3.420 2.099 -3.397
H 5.142 2.189 -2.988
H 4.363 3.525 -3.803
H 1.674 3.570 -2.038
H 2.631 4.706 -3.001
H 2.389 5.002 -1.290
H 5.884 3.952 -1.194
H 4.657 4.946 -0.422
H 5.026 5.179 -2.134
C 1.134 -2.243 -2.780
C 0.914 -3.135 -1.624
N 0.801 -2.780 -0.396
C 0.616 -3.836 0.447
C 0.586 -5.053 -0.186
S 0.795 -4.873 -1.876
C 0.456 -3.682 1.880
C 0.314 -4.745 2.734
S 0.164 -4.221 4.354
C 0.314 -2.573 3.781
N 0.452 -2.471 2.507
C 0.313 -1.463 4.758
H 0.726 -1.255 -2.572
H 0.664 -2.657 -3.670
H 2.201 -2.136 -2.981
H 0.465 -6.032 0.230
H 0.304 -5.787 2.499
H -0.207 -1.762 5.665
H -0.180 -0.594 4.329
H 1.340 -1.199 5.018
C -7.349 -1.156 2.158
O -6.577 -0.404 1.253
C -6.540 -0.784 -0.074
C -7.638 -1.184 -0.812
C -7.489 -1.492 -2.157
C -6.240 -1.450 -2.749
C -5.131 -1.059 -2.017
C -5.273 -0.676 -0.689
N -4.247 -0.244 0.133
C -2.937 0.132 -0.130
N -2.779 0.790 -1.286
C -1.681 1.013 -2.141
C -0.347 0.953 -1.752
C 0.591 1.187 -2.763
C 0.235 1.481 -4.066
C -1.101 1.541 -4.430
C -2.064 1.315 -3.468
O -3.430 1.346 -3.710
C -3.882 1.427 -5.037
N -2.034 -0.047 0.783
C -2.382 -0.924 1.814
C -2.509 -0.505 3.128
C -2.917 -1.390 4.117
C -3.189 -2.704 3.798
C -3.035 -3.156 2.492
C -2.627 -2.281 1.502
O -2.450 -2.591 0.184
C -2.764 -3.883 -0.261
H -7.347 -0.579 3.082
H -6.891 -2.136 2.339
H -8.378 -1.297 1.821
H -8.616 -1.231 -0.354
H -8.355 -1.772 -2.735
H -6.124 -1.721 -3.788
H -4.155 -1.063 -2.472
H -4.495 -0.290 1.114
H -3.645 0.981 -1.777
H 1.640 1.146 -2.504
H 0.993 1.650 -4.816
H -1.372 1.776 -5.447
H -3.518 2.324 -5.544
H -4.970 1.463 -4.979
H -3.579 0.544 -5.608
H -2.330 0.535 3.367
H -3.036 -1.039 5.131
H -3.540 -3.386 4.560
H -3.264 -4.187 2.267
H -2.533 -3.884 -1.325
H -3.827 -4.103 -0.108
H -2.159 -4.648 0.236
*
```

No. 6
# C6H27NO8

A cluster of 8 separate species, C6H27NO8 in total at a distorted geometry (ωB97M-V/def2-TZVPD, the OMol25 dataset).

Properties
- E_LUMO (eV) = 0.171
- highest occupied orbital energy (eV) = -10.25
- DFT total energy (eV) = -24528.3667
- gap between HOMO and LUMO (eV) = 10.4
- molecular weight (g/mol) = 241.3
- F_max (eV/Å) = 6.24
- SMILES = CCCC(=O)NCC.O.O.O.O.O.O.O

```
! RIJCOSX wB97M-V def2-TZVPD def2/J DEFGRID3
* xyz 0 1
O -1.158 -1.944 -0.718
C -0.190 -1.211 -0.752
N -0.247 0.107 -0.661
C -1.645 0.739 -0.638
C -1.502 2.100 -1.259
C 1.166 -1.954 -0.724
C 1.530 -2.106 1.930
C 2.050 -1.560 0.542
H 0.575 0.679 -0.932
H -1.945 0.872 0.444
H -2.301 0.019 -1.257
H -1.982 1.898 -2.328
H -0.437 2.505 -1.653
H -2.017 3.049 -1.026
H 1.714 -1.899 -1.642
H 0.962 -3.001 -0.460
H 1.334 -1.341 2.723
H 2.292 -2.851 2.300
H 0.584 -2.718 1.914
H 3.188 -1.861 0.494
H 1.915 -0.456 0.645
H -2.611 -1.326 0.030
H -4.046 -1.273 0.607
O -3.288 -0.857 0.426
H 1.540 2.513 1.487
H 0.394 3.123 0.900
O 1.254 2.782 0.654
H -0.817 2.422 2.200
H -1.681 2.874 0.908
O -1.173 3.134 1.656
H 2.641 1.880 -0.945
H 3.203 1.724 -2.329
O 2.367 1.728 -1.905
H -0.263 0.107 2.586
H 0.535 0.731 1.404
O 0.151 0.902 2.239
H -0.993 -4.285 1.820
H -1.406 -3.974 0.445
O -1.561 -4.563 1.156
H 1.131 1.338 -3.902
H 0.468 0.849 -2.749
O 0.270 1.107 -3.630
*
```